44
Properties=species:S:1:pos:R:3:forces:R:3:lowdin_charge:R:1 method="wB97M-V/def2-TZVPD" orbital_gap_ev=9.02 charge=0 lumo_ev=-0.287 energy_ev=-49535.0983
S -2.585 -1.287 1.755 -0.5 -2.6 3.9 1.23
S 2.174 -1.823 1.283 0.3 -1.0 -4.7 0.80
O 5.737 1.341 -0.399 -4.7 -5.2 -2.5 -0.02
O -4.421 0.251 2.566 1.3 -0.1 -0.4 0.01
N -1.771 -0.343 -0.330 2.3 2.9 -2.6 0.03
N 3.921 -0.288 -0.227 3.9 5.0 5.2 0.06
N -0.886 -1.318 -0.114 0.2 0.4 -3.0 0.04
N 1.865 -2.957 -1.297 6.1 3.6 -10.3 0.13
N 2.735 -1.779 -1.437 -2.2 -5.4 -7.2 0.10
N -3.351 1.000 0.531 -0.6 -0.9 3.7 0.12
C 4.928 0.455 -0.956 1.1 2.3 0.2 -0.24
C -6.478 2.186 2.103 6.4 10.5 7.7 -0.03
C 4.751 0.127 -2.585 8.6 -5.6 8.6 -0.36
C 3.052 -1.283 -0.424 0.5 2.2 8.8 -0.65
C -4.169 3.647 2.202 3.5 -5.3 -1.1 -0.06
C -2.472 -0.109 0.691 -2.9 5.0 -4.6 -0.71
C -1.307 -1.901 0.880 3.1 -7.5 5.0 -0.64
C 6.269 0.176 -3.013 -5.7 8.7 0.4 -0.01
C -0.564 -3.317 1.344 -6.1 0.2 -6.0 -0.13
C 0.239 -3.718 0.062 0.4 -5.6 7.0 -0.24
C -4.938 2.457 1.686 -2.8 -1.4 -4.6 -0.38
C 1.385 -3.031 -0.273 -3.0 2.0 10.8 -0.55
C -4.138 1.093 1.748 -2.5 3.9 -3.3 -0.43
C 3.639 0.743 -2.994 -5.5 -0.1 -6.2 -0.12
H -4.721 4.438 2.058 -2.7 4.6 -0.3 0.01
H -7.077 1.477 1.853 -3.3 -4.6 -1.8 -0.02
H 4.026 0.051 0.860 -0.5 -1.2 -3.6 0.19
H -3.978 3.343 3.212 0.8 0.9 0.8 0.08
H -0.274 -4.198 -0.668 -2.1 -0.1 -2.7 0.09
H -5.131 2.755 0.553 1.0 -1.1 1.6 0.15
H -3.239 3.679 1.463 -1.5 0.2 2.2 0.13
H -0.184 -3.373 2.282 1.7 0.1 2.5 0.04
H 3.618 1.732 -2.923 0.4 4.6 0.3 0.05
H 4.680 -0.969 -2.507 -0.9 0.2 -0.2 0.12
H 2.646 0.464 -2.671 0.2 -0.9 0.9 0.10
H -3.211 1.817 -0.153 0.0 -2.1 1.8 0.19
H 3.495 0.526 -4.104 0.2 0.4 0.8 0.14
H -6.976 3.330 2.311 0.8 -3.1 -1.8 0.14
H 6.097 0.172 -3.982 0.7 -0.6 -5.2 0.02
H 6.562 1.306 -2.788 -0.5 -1.8 -0.7 0.13
H 7.058 -0.221 -2.637 4.0 -4.1 2.8 0.01
H -6.175 2.273 3.292 -1.5 -1.6 -2.1 0.12
H 0.715 -4.805 0.438 -0.7 2.2 -0.4 0.19
H -1.546 -4.117 1.309 2.7 2.1 0.4 0.17

***

24
Properties=species:S:1:pos:R:3:forces:R:3:lowdin_charge:R:1 method="wB97M-V/def2-TZVPD" orbital_gap_ev=10.28 charge=0 lumo_ev=0.693 energy_ev=-13503.9370
O -0.358 1.647 3.549 0.0 0.1 -0.5 -0.12
O -2.172 0.295 1.610 -0.6 -0.1 0.3 -0.06
O 1.438 0.581 -2.356 0.8 -0.4 0.8 -0.12
O -0.423 -0.720 -3.880 -0.1 0.3 0.2 -0.10
N 0.847 -1.040 -0.272 -0.1 0.0 0.1 -0.16
N 0.388 0.965 1.052 0.0 -0.1 -0.4 0.00
C -0.457 -1.659 -0.604 1.0 0.3 0.2 -0.08
C 0.931 -0.389 1.045 0.5 0.0 -1.0 -0.27
H 0.417 -0.993 1.795 -0.1 0.2 0.1 0.12
H -1.111 -0.841 -0.894 -0.3 -0.3 -0.2 0.07
H 0.327 1.586 4.222 0.0 0.0 -0.3 0.02
H -0.522 0.895 0.603 -0.1 0.3 0.4 0.06
H 2.001 -0.402 1.228 0.1 0.4 0.6 0.12
H -0.292 -2.355 -1.427 -0.3 0.2 0.0 0.08
H 0.918 1.646 0.515 0.3 -0.5 -0.1 0.10
H 2.363 0.483 -2.626 -0.4 0.2 -0.3 0.05
H 1.384 -0.055 -1.564 -0.6 0.7 -0.5 0.01
H 1.646 -1.647 -0.395 -0.3 -0.5 0.2 0.11
H 0.060 1.594 2.628 -0.2 -0.3 1.0 0.00
H -0.628 -0.244 -4.688 -0.1 0.0 -0.1 0.02
H -3.134 0.275 1.568 0.0 -0.1 -0.1 0.05
H 0.029 -0.054 -3.319 0.1 -0.4 -0.3 -0.01
H -0.879 -2.180 0.260 0.0 0.0 -0.1 0.08
H -1.985 0.586 2.516 0.3 0.1 -0.1 0.03

***

90
Properties=species:S:1:pos:R:3:forces:R:3:lowdin_charge:R:1 method="wB97M-V/def2-TZVPD" orbital_gap_ev=4.27 charge=-2 lumo_ev=4.328 energy_ev=-149743.3787
As -0.282 2.246 -0.681 -0.5 0.3 -0.7 0.73
Ti 0.125 -0.599 0.797 -0.2 1.9 0.6 1.02
Si -2.095 3.668 -0.367 0.2 0.5 0.0 0.13
Si -0.745 1.773 -2.923 0.1 0.6 -0.3 0.17
O -0.479 -1.779 2.173 -0.2 -1.1 1.0 -0.13
O 1.139 -0.286 -0.756 1.4 -0.3 -1.3 -0.28
N 1.879 -0.325 1.878 -0.6 0.1 0.2 -0.03
N -1.777 0.957 2.373 0.2 0.1 0.2 0.07
N 0.053 -2.430 -0.290 0.3 0.4 -0.5 -0.03
N 0.880 -2.433 -1.424 0.0 -0.6 -0.1 0.10
N -1.957 -0.332 0.421 -0.4 -0.5 0.8 -0.03
N -0.433 0.811 2.071 -0.1 -0.6 -0.1 -0.20
C 3.915 -1.908 -4.322 0.0 -0.1 0.0 -0.10
C 2.668 -1.443 2.136 0.1 0.2 0.0 -0.28
C -1.969 -3.033 3.474 -0.1 -0.1 0.1 -0.01
C -2.784 -1.010 -0.395 0.0 0.0 -0.1 -0.18
C -2.522 0.304 1.531 0.1 0.3 0.0 -0.41
C 2.783 1.099 3.692 0.0 0.1 0.0 -0.07
C -3.944 0.207 1.769 0.0 -0.1 -0.2 -0.06
C -0.629 0.011 -3.645 0.2 -0.3 0.5 -0.22
C -0.699 -3.478 -0.108 0.1 -0.1 0.2 -0.33
C -1.253 -2.790 2.179 0.0 -0.4 -0.2 -0.42
C 4.270 -3.737 2.593 -0.1 0.1 0.0 -0.14
C 4.114 -3.221 1.314 0.0 0.0 0.0 -0.11
C 2.879 -2.100 -3.421 0.0 -0.1 -0.1 -0.03
C 4.256 0.303 -3.462 0.0 0.1 0.0 -0.08
C -1.946 5.275 -1.398 0.0 0.0 -0.1 -0.26
C 1.457 -1.281 -1.525 -0.5 -0.3 -0.1 -0.50
C 2.816 -1.993 3.424 -0.1 -0.1 0.0 -0.04
C 2.527 -1.091 -2.530 0.0 0.1 -0.1 -0.16
C 0.525 2.716 -3.993 0.1 -0.1 -0.2 -0.27
C 3.216 0.112 -2.560 0.1 0.2 0.1 -0.02
C 0.265 2.259 3.940 -0.1 0.0 0.0 -0.04
C -3.897 3.140 -0.633 0.0 -0.4 0.1 -0.22
C -4.136 -1.135 -0.217 0.0 0.0 0.0 -0.12
C 3.601 -3.112 3.644 0.0 0.0 -0.1 -0.12
C -2.414 2.300 -3.683 -0.2 0.0 0.1 -0.26
C 0.485 1.290 2.956 0.0 -0.1 0.2 -0.25
C -1.424 -3.637 1.103 0.0 0.0 -0.1 -0.02
C -0.781 -4.525 -1.174 0.0 -0.2 0.0 -0.04
C -4.721 -0.514 0.927 0.1 0.1 -0.1 -0.13
C 4.612 -0.704 -4.346 -0.1 0.0 0.0 -0.11
C -2.064 4.309 1.414 0.1 -0.2 0.2 -0.26
C 1.304 2.664 4.772 0.0 -0.1 -0.1 -0.15
C 3.334 -2.095 1.088 0.0 0.0 0.0 -0.02
C 1.758 0.670 2.858 0.1 0.1 0.2 -0.24
C 2.567 2.100 4.642 0.0 0.0 0.0 -0.15
H -2.766 5.139 1.569 0.0 0.0 -0.1 0.01
H 0.208 -4.946 -1.358 0.0 0.0 0.0 0.08
H -2.064 5.071 -2.466 0.0 0.1 0.0 -0.01
H 1.535 2.364 -3.754 -0.1 0.1 0.0 -0.01
H -1.116 -4.076 -2.110 0.0 0.0 0.0 0.08
H 0.407 -0.271 -3.855 -0.1 0.0 0.0 0.01
H -0.949 5.706 -1.261 -0.1 0.0 0.0 0.01
H -2.701 3.321 -3.435 0.0 0.0 0.0 -0.01
H 3.248 -1.694 0.090 0.0 0.0 0.0 0.09
H -2.323 3.491 2.095 0.0 0.1 0.0 -0.01
H -2.832 -3.683 3.330 0.0 0.0 0.0 0.07
H -2.293 -2.073 3.877 0.0 0.0 0.0 0.09
H 3.692 -3.508 4.651 0.0 0.0 0.0 0.09
H -4.727 -1.708 -0.918 0.0 0.0 0.0 0.07
H 4.791 1.245 -3.479 0.0 0.0 0.0 0.10
H 5.422 -0.554 -5.050 0.0 0.0 0.0 0.09
H -4.144 2.303 0.030 0.0 0.1 -0.1 0.00
H 0.487 3.786 -3.767 0.0 0.0 0.0 0.00
H 4.618 -3.692 0.477 0.0 0.0 0.0 0.09
H -1.056 4.646 1.681 -0.1 0.0 0.0 0.01
H -1.289 -3.494 4.194 0.0 0.0 0.0 0.08
H 4.894 -4.605 2.769 0.0 0.0 0.0 0.08
H 3.760 0.636 3.604 0.0 0.0 0.0 0.10
H 2.934 0.887 -1.857 0.0 0.0 0.0 0.12
H -1.024 -0.745 -2.956 0.0 0.0 -0.1 0.00
H -4.593 3.962 -0.420 0.1 0.0 0.0 0.02
H 4.188 -2.705 -5.003 0.0 0.0 0.0 0.09
H -2.088 -4.482 1.201 -0.1 0.0 0.0 0.09
H -1.195 -0.054 -4.579 0.0 0.1 0.0 0.02
H -2.697 6.023 -1.106 0.0 -0.1 0.0 0.01
H 2.280 -1.534 4.245 0.0 0.0 0.0 0.11
H -3.207 1.634 -3.325 0.0 0.0 -0.1 0.01
H -4.331 0.707 2.647 0.0 0.0 0.0 0.10
H 1.126 3.425 5.525 0.0 0.0 0.0 0.08
H 3.382 2.425 5.280 0.0 0.0 0.0 0.07
H -2.366 2.214 -4.776 0.1 0.0 0.1 0.01
H 0.363 2.576 -5.074 0.0 0.0 0.1 0.01
H 2.327 -3.030 -3.388 0.0 0.0 0.0 0.11
H -5.787 -0.608 1.109 0.0 0.0 0.0 0.08
H -1.470 -5.318 -0.884 0.0 0.0 0.0 0.07
H -0.730 2.674 4.038 0.0 0.0 0.0 0.09
H -2.316 -1.480 -1.254 0.1 0.0 0.0 0.09
H -4.074 2.803 -1.654 0.0 0.0 0.0 -0.01

***

ΔE to the lowest compared entry with this formula, charge and spin, record by record: 323.5, 22.9, 40.6 kcal per mole
F_max, record by record: 14.5, 1.3, 2.0 eV/A